Record 1
Here is a 3-piece molecular cluster, C3H11IN4O4P overall from the Open Molecules 2025 dataset. Energies are from ωB97M-V/def2-TZVPD.

The geometry in ORCA input format:
```
! wB97M-V def2-TZVPD RIJCOSX def2/J DEFGRID3
* xyz -1 1
O 1.1580 -0.6631 0.7541
P 0.7479 0.9630 0.8903
O 1.4666 1.5132 -0.4834
C -0.9638 1.1636 0.6110
I -1.8698 -0.2485 -0.8163
H 0.6274 -1.1010 0.0718
H 1.0609 1.2056 -1.3085
H -1.5381 0.9743 1.5196
C 0.3355 1.2039 -4.1870
O 0.7555 0.7777 -3.1315
N 1.0244 1.0759 -5.3664
N -0.8745 1.8325 -4.2630
H 0.6811 1.4160 -6.2428
H 1.9142 0.6176 -5.3218
H -1.3948 1.8721 -3.4015
H -1.2698 2.1848 -5.1122
C -0.1203 -2.3071 4.2209
O 0.0953 -3.3924 3.7074
N 0.1937 -1.1095 3.6753
N -0.7266 -2.2279 5.4647
H 0.0108 -0.2482 4.1532
H 0.6244 -1.0503 2.7603
H -0.9904 -3.0923 5.8945
H -0.9477 -1.3597 5.9115
*
```

Results
LUMO level (Eh): 0.0989
Kohn-Sham gap (eV): 5.70
HOMO energy (eV): -3.01
Total energy (Eh): -1280.08396

---

Record 2
Here is an isolated molecule of CH4ClP in a non-equilibrium geometry from the Open Molecules 2025 dataset. Energies are from ωB97M-V/def2-TZVPD.

The geometry in ORCA input format:
```
! wB97M-V def2-TZVPD RIJCOSX def2/J DEFGRID3
* xyz 0 1
C -0.2039 -0.6498 0.1275
P 0.9900 0.8133 0.0713
Cl -0.3531 -1.7623 -1.2203
H 0.1172 -1.3228 0.8880
H -1.2410 -0.4500 0.3600
H 0.4646 1.4659 -1.0189
H 0.2262 1.9057 0.7924
*
```

Results
Relative energy (zero: lowest compared OMol25 entry of this formula, charge and spin) (kJ/mol): 67.8
LUMO level (Eh): 0.0350
Kohn-Sham gap (eV): 10.88
HOMO energy (eV): -9.93
Total energy (Eh): -841.99949

---

Among the records above, which one has the highest LUMO level? C3H11IN4O4P

---

The lowest Kohn-Sham gap belongs to which entry? C3H11IN4O4P

---

What did the first record say?
Here is a 3-piece molecular cluster, C3H11IN4O4P overall from the Open Molecules 2025 dataset. Energies are from ωB97M-V/def2-TZVPD.

The geometry in ORCA input format:
```
! wB97M-V def2-TZVPD RIJCOSX def2/J DEFGRID3
* xyz -1 1
O 1.1580 -0.6631 0.7541
P 0.7479 0.9630 0.8903
O 1.4666 1.5132 -0.4834
C -0.9638 1.1636 0.6110
I -1.8698 -0.2485 -0.8163
H 0.6274 -1.1010 0.0718
H 1.0609 1.2056 -1.3085
H -1.5381 0.9743 1.5196
C 0.3355 1.2039 -4.1870
O 0.7555 0.7777 -3.1315
N 1.0244 1.0759 -5.3664
N -0.8745 1.8325 -4.2630
H 0.6811 1.4160 -6.2428
H 1.9142 0.6176 -5.3218
H -1.3948 1.8721 -3.4015
H -1.2698 2.1848 -5.1122
C -0.1203 -2.3071 4.2209
O 0.0953 -3.3924 3.7074
N 0.1937 -1.1095 3.6753
N -0.7266 -2.2279 5.4647
H 0.0108 -0.2482 4.1532
H 0.6244 -1.0503 2.7603
H -0.9904 -3.0923 5.8945
H -0.9477 -1.3597 5.9115
*
```

Results
LUMO level (Eh): 0.0989
Kohn-Sham gap (eV): 5.70
HOMO energy (eV): -3.01
Total energy (Eh): -1280.08396